Entry 1:
64
Properties=species:S:1:pos:R:3:forces:R:3:nbo_charge:R:1 method="wB97M-V/def2-TZVPD" charge=+2 de_lowest_ev=0.000 homo_lumo_gap_ev=6.58 largest_force_ev_per_a=0.21 molar_mass_g_mol=630.41
Rh -1.09376 -0.55739 -0.55619 0.190 -0.090 0.005 0.2884
C -4.13081 0.77973 -0.22397 0.051 0.020 -0.018 -0.9863
P -3.21563 -0.74068 0.07483 -0.073 0.093 -0.012 1.3810
C -3.51871 -1.11292 1.81382 -0.011 -0.008 -0.009 -0.9924
C -3.92270 -2.09700 -0.89752 -0.079 -0.027 -0.045 -0.7615
C -2.91243 -3.24409 -0.94082 0.012 -0.042 0.001 -0.7504
P -1.29247 -2.60101 -1.48159 -0.195 0.018 -0.045 1.3317
C -1.29766 -2.64519 -3.28340 0.037 0.021 0.015 -0.9859
C -0.01665 -3.76202 -0.97481 0.081 0.061 0.081 -0.9813
H -3.66978 1.59199 0.34121 -0.021 0.014 -0.016 0.2709
H -5.15951 0.66239 0.12143 0.002 -0.043 0.005 0.2783
H -4.11733 1.02449 -1.28385 -0.013 0.015 -0.008 0.2793
H -2.92270 -0.47261 2.46351 0.003 0.005 -0.004 0.2762
H -3.32858 -2.15784 2.05069 0.008 -0.009 -0.010 0.2560
H -4.57663 -0.91000 1.99616 0.008 -0.020 0.042 0.2801
H -4.12271 -1.69719 -1.89549 0.009 -0.049 -0.012 0.2691
H -4.87487 -2.41934 -0.47100 -0.006 0.043 0.016 0.2819
H -3.24819 -4.03931 -1.60873 0.053 -0.018 -0.003 0.2843
H -2.77286 -3.68949 0.04807 -0.045 -0.004 0.007 0.2514
H -1.39425 -3.68620 -3.59719 0.007 -0.006 0.006 0.2745
H -0.36136 -2.24003 -3.66669 -0.010 -0.007 -0.024 0.2818
H -2.12550 -2.07085 -3.69752 -0.003 0.011 0.014 0.2734
H -0.19453 -4.72545 -1.45547 -0.021 0.000 -0.008 0.2797
H -0.00931 -3.89069 0.10680 -0.002 -0.008 -0.027 0.2637
H 0.95890 -3.38958 -1.29233 0.004 -0.021 0.002 0.2789
F -1.24246 6.08148 -0.96358 -0.004 0.009 0.009 -0.2474
C -1.31492 4.81277 -1.30398 0.016 -0.017 0.029 0.3110
C -1.66933 4.45312 -2.59842 0.002 -0.015 0.003 0.3040
F -1.93687 5.38850 -3.48444 -0.007 0.016 -0.027 -0.2482
C -1.74525 3.11535 -2.95339 -0.006 -0.024 0.001 0.3493
F -2.08932 2.79474 -4.19186 -0.006 0.004 -0.027 -0.2680
C -1.46482 2.10205 -2.04087 -0.039 0.026 0.020 -0.3326
S -1.54668 0.40833 -2.54389 -0.020 0.048 0.029 -0.0253
C -1.11979 2.50972 -0.76846 0.034 -0.013 0.050 0.3256
F -0.83686 1.53944 0.18391 0.002 0.042 -0.056 -0.3417
C -1.03793 3.82601 -0.36868 -0.002 0.015 -0.011 0.2758
F -0.70371 4.13570 0.87628 -0.006 -0.011 -0.016 -0.2675
C 2.64314 2.74325 0.79763 -0.007 -0.012 0.003 -0.6188
C 3.05391 1.84398 1.95509 -0.003 0.008 -0.001 -0.2101
N 3.95634 0.76807 1.55615 0.022 0.024 -0.008 -0.4172
C 5.33780 1.12990 1.19631 0.021 -0.035 -0.038 -0.2210
C 5.61534 0.97474 -0.29082 -0.004 -0.003 0.025 -0.6189
C 3.68063 -0.54410 1.64938 -0.033 -0.019 -0.057 0.6469
O 4.48536 -1.44178 1.47711 0.011 0.003 0.034 -0.5828
C 2.25658 -0.98110 1.91704 -0.009 0.000 0.024 -0.1041
C 1.98109 -1.86863 2.95076 0.027 0.011 -0.012 -0.0717
C 0.69972 -2.37897 3.07582 -0.039 -0.013 -0.009 -0.2250
C -0.25930 -2.02915 2.14396 0.029 -0.003 -0.005 0.0435
N 0.00238 -1.19679 1.12815 0.064 -0.025 0.068 -0.5053
C 1.23940 -0.67795 1.03536 -0.010 0.030 -0.028 0.0268
H 1.98782 3.53685 1.15718 0.003 0.009 0.001 0.2296
H 2.11842 2.18192 0.01869 0.007 -0.001 0.005 0.1795
H 3.51134 3.21120 0.33485 0.002 0.002 -0.002 0.2310
H 2.17759 1.41394 2.43921 0.004 0.000 0.005 0.1979
H 3.56151 2.44011 2.71651 -0.010 -0.004 0.013 0.2199
H 6.01083 0.49180 1.76818 -0.001 0.014 0.014 0.2345
H 5.49207 2.15883 1.51966 -0.005 0.003 0.006 0.2072
H 5.48007 -0.06206 -0.59583 0.000 0.001 -0.004 0.2244
H 6.64642 1.25439 -0.50386 -0.001 0.002 -0.006 0.2374
H 4.96152 1.61139 -0.88843 -0.002 0.004 0.002 0.1990
H 2.77050 -2.16073 3.63140 0.000 0.005 0.002 0.2650
H 0.44300 -3.06081 3.87423 0.002 0.003 0.003 0.2581
H -1.25745 -2.43457 2.19815 -0.006 -0.017 0.004 0.2036
H 1.43196 -0.00067 0.20558 -0.013 -0.011 0.007 0.2128



Entry 2:
64
Properties=species:S:1:pos:R:3:forces:R:3:nbo_charge:R:1 method="wB97M-V/def2-TZVPD" charge=+2 s_squared=6.03 de_lowest_ev=0.000 homo_lumo_gap_ev="8.55 / 5.05" largest_force_ev_per_a=0.08 molar_mass_g_mol=630.41 spin_multiplicity=5
Rh 0.37149 0.94078 1.17040 -0.027 0.075 0.029 0.6660
C -0.45162 0.84646 4.83085 0.003 -0.006 -0.001 -0.9483
P -0.86008 1.49286 3.19312 0.011 0.007 -0.012 0.9492
C -2.63961 1.23100 2.97772 -0.008 -0.019 -0.009 -0.9703
C -0.64028 3.31076 3.29637 0.000 0.000 -0.007 -0.7227
C -0.80791 3.98816 1.93010 0.002 -0.003 0.008 -0.7251
P 0.35023 3.31956 0.67590 -0.014 -0.009 -0.016 0.9503
C -0.21350 3.98506 -0.91042 0.000 -0.006 -0.004 -0.9457
C 1.93733 4.12995 1.00749 0.007 -0.001 0.002 -0.9524
H -1.06289 1.33443 5.59170 -0.002 0.003 -0.003 0.2631
H 0.60152 1.01553 5.05375 0.000 -0.002 -0.001 0.2603
H -0.64912 -0.22521 4.85756 0.001 0.000 0.001 0.2683
H -3.18258 1.70468 3.79773 0.000 0.000 0.002 0.2624
H -2.87118 0.16229 2.96458 0.001 0.000 0.005 0.2985
H -2.97671 1.66198 2.03386 0.002 0.002 0.002 0.2478
H 0.35578 3.49934 3.70627 0.004 0.003 -0.002 0.2476
H -1.35726 3.71572 4.01422 -0.003 0.001 0.002 0.2667
H -0.66427 5.06766 2.01549 0.002 0.002 -0.001 0.2663
H -1.82042 3.83546 1.54689 -0.005 -0.001 0.002 0.2490
H -0.26420 5.07421 -0.86840 0.000 0.001 0.004 0.2635
H -1.20114 3.59249 -1.15179 0.001 0.000 0.001 0.2574
H 0.48174 3.69549 -1.69838 0.000 0.000 0.002 0.2622
H 1.82768 5.21452 0.96037 -0.003 -0.001 0.000 0.2626
H 2.67078 3.81592 0.26450 -0.001 -0.002 0.002 0.2599
H 2.31000 3.85311 1.99415 0.001 -0.001 -0.001 0.2549
F 5.93551 -1.32930 -2.72817 0.014 -0.011 -0.014 -0.2236
C 5.19850 -0.94119 -1.72823 -0.011 0.025 -0.002 0.3894
C 5.71339 -0.96829 -0.43204 -0.015 -0.002 -0.001 0.2683
F 6.94104 -1.38828 -0.22516 0.019 -0.010 -0.005 -0.2411
C 4.92026 -0.55168 0.61102 0.013 0.007 -0.012 0.4026
F 5.40426 -0.57587 1.83069 -0.004 -0.001 0.016 -0.2480
C 3.58750 -0.09542 0.40592 0.010 0.009 0.033 -0.3296
S 2.69226 0.39708 1.75088 -0.009 -0.050 -0.034 0.1850
C 3.11512 -0.08358 -0.92885 0.028 -0.007 -0.008 0.3322
F 1.88093 0.35304 -1.18319 -0.047 0.031 0.011 -0.2968
C 3.89085 -0.49049 -1.97654 0.013 -0.024 0.023 0.3147
F 3.43654 -0.46604 -3.21356 -0.002 0.000 -0.009 -0.2582
C -4.10665 -5.02796 3.42438 0.012 0.004 -0.008 -0.6210
C -4.83427 -4.43513 2.22752 0.000 -0.006 -0.006 -0.2188
N -3.93412 -3.90310 1.18920 -0.005 -0.024 -0.017 -0.3962
C -3.68119 -4.73842 0.01089 0.015 -0.007 0.022 -0.2077
C -3.14494 -6.11852 0.35978 0.000 0.000 0.006 -0.6214
C -3.40189 -2.69852 1.41106 -0.046 0.023 -0.004 0.6560
O -3.52713 -2.07477 2.46453 0.022 -0.006 -0.008 -0.6494
C -2.62838 -1.97399 0.32904 0.014 -0.010 0.005 -0.1318
C -3.02582 -1.77418 -0.98549 -0.018 -0.001 0.001 -0.1090
C -2.31144 -0.89042 -1.78696 0.003 0.005 -0.008 -0.2187
C -1.24157 -0.20698 -1.24965 -0.004 -0.004 0.021 0.0450
N -0.86615 -0.38208 0.02881 0.027 -0.013 -0.015 -0.5225
C -1.53670 -1.25610 0.78397 0.012 0.004 0.000 0.0821
H -4.83435 -5.38800 4.15119 -0.005 0.001 -0.005 0.2337
H -3.49250 -4.27042 3.90788 0.000 -0.001 0.002 0.2215
H -3.47397 -5.86668 3.13794 0.001 0.001 0.003 0.2103
H -5.47555 -3.61670 2.55144 -0.001 0.005 -0.002 0.2271
H -5.46427 -5.18011 1.74162 -0.001 0.001 0.002 0.2098
H -2.95451 -4.23490 -0.62155 -0.001 0.005 -0.004 0.1991
H -4.61014 -4.83216 -0.55836 -0.008 0.007 0.010 0.2054
H -2.20977 -6.04738 0.91590 -0.003 -0.002 0.000 0.2132
H -2.95748 -6.67277 -0.55942 0.000 0.004 0.000 0.2347
H -3.85566 -6.69487 0.94967 0.001 0.000 -0.001 0.2222
H -3.89842 -2.27763 -1.38115 0.004 0.000 0.000 0.2505
H -2.59747 -0.71448 -2.81412 -0.002 -0.002 0.003 0.2539
H -0.67219 0.50602 -1.83070 0.001 0.000 0.000 0.2201
H -1.22324 -1.36750 1.81496 -0.002 0.009 0.003 0.2257



Entry 3:
58
Properties=species:S:1:pos:R:3:forces:R:3:nbo_charge:R:1 method="wB97M-V/def2-TZVPD" charge=0 smiles=COc1cc(CN2CCN(Cc3cccc(OC)c3OC)CC2)cc(OC)c1 de_lowest_ev=4.077 homo_lumo_gap_ev=8.53 largest_force_ev_per_a=0.57 molar_mass_g_mol=386.49
C 3.38981 -2.31335 4.07449 0.195 0.106 -0.054 -0.2516
O 2.18829 -2.98040 4.37498 -0.383 -0.147 -0.035 -0.5132
C 1.17992 -2.93576 3.45639 -0.077 0.006 -0.146 0.4189
C 1.25687 -2.29885 2.22938 0.329 -0.013 0.238 -0.3805
C 0.15527 -2.30374 1.37836 -0.277 -0.204 0.161 0.0235
C 0.26212 -1.61371 0.04444 0.074 0.042 -0.111 -0.2350
N 1.04418 -0.39511 0.13860 -0.035 -0.083 -0.096 -0.4481
C 0.35533 0.62571 0.90971 0.054 0.203 0.185 -0.2559
C 1.28634 1.82881 1.09907 -0.144 -0.140 0.092 -0.2199
N 1.79987 2.38494 -0.13301 -0.003 0.043 -0.005 -0.4400
C 1.02771 3.43120 -0.77541 0.130 0.063 -0.073 -0.2314
C -0.31986 3.05747 -1.36038 -0.024 0.026 -0.228 -0.0888
C -1.45460 3.10240 -0.56265 -0.054 0.048 -0.161 -0.2177
C -2.68252 2.72621 -1.06488 0.007 0.027 0.092 -0.2193
C -2.79158 2.32832 -2.38527 -0.024 -0.067 -0.133 -0.2829
C -1.68255 2.31152 -3.22112 0.051 -0.068 -0.204 0.2227
O -1.75914 1.97253 -4.55211 0.327 0.206 0.415 -0.5131
C -3.00863 1.62432 -5.09064 -0.216 -0.059 -0.101 -0.2488
C -0.42273 2.66702 -2.70182 -0.058 0.086 0.163 0.3192
O 0.74908 2.71042 -3.40781 -0.353 0.215 0.310 -0.5284
C 0.90626 2.00444 -4.61661 0.224 -0.224 -0.457 -0.2392
C 2.33340 1.34021 -0.97745 0.052 -0.166 -0.162 -0.2234
C 1.39402 0.14191 -1.16319 0.219 0.118 -0.083 -0.2377
C -1.00525 -2.95017 1.75082 -0.008 0.012 -0.051 -0.3138
C -1.08128 -3.60951 2.98016 0.159 0.051 -0.026 0.4037
O -2.26773 -4.22518 3.24779 0.148 0.199 -0.261 -0.5087
C -2.40399 -4.91122 4.46793 -0.019 -0.104 0.193 -0.2530
C 0.00909 -3.59823 3.83212 -0.117 -0.138 0.191 -0.4177
H 4.03368 -2.46105 4.94038 -0.009 0.037 -0.085 0.1971
H 3.87274 -2.73543 3.18747 -0.024 0.033 0.022 0.1767
H 3.22645 -1.24177 3.92181 0.008 -0.040 -0.014 0.1771
H 2.14156 -1.77768 1.90549 0.131 0.076 0.020 0.2359
H -0.74922 -1.42472 -0.36073 0.074 -0.040 0.013 0.1740
H 0.77833 -2.28420 -0.65281 -0.079 0.060 -0.018 0.2090
H 0.09744 0.20787 1.88580 -0.025 0.063 -0.002 0.2131
H -0.57747 0.93747 0.40809 0.074 -0.110 0.072 0.1766
H 0.77589 2.61106 1.66298 0.017 0.029 0.048 0.1976
H 2.15343 1.49255 1.68091 -0.099 -0.021 0.104 0.1934
H 1.65423 3.84175 -1.57042 -0.063 0.086 0.129 0.2188
H 0.87314 4.21055 -0.02237 -0.029 0.009 -0.104 0.2003
H -1.36544 3.42959 0.46260 0.038 0.038 0.126 0.2107
H -3.56188 2.74631 -0.43943 -0.081 0.003 0.049 0.2143
H -3.75955 2.04624 -2.76634 -0.064 -0.030 -0.088 0.2185
H -3.42487 0.73293 -4.60965 0.008 0.051 -0.006 0.1767
H -3.72563 2.44840 -5.01573 0.020 -0.047 0.012 0.1778
H -2.81978 1.40813 -6.14153 -0.079 0.001 0.063 0.1995
H 0.59168 0.96262 -4.52024 0.002 0.048 -0.006 0.1784
H 0.36033 2.47217 -5.43802 0.089 -0.079 0.094 0.1894
H 1.97605 2.03835 -4.82757 -0.057 -0.032 0.000 0.1857
H 2.59063 1.76535 -1.94718 0.056 -0.012 0.009 0.2110
H 3.24882 0.97487 -0.49604 0.000 -0.082 -0.104 0.1911
H 1.91255 -0.63332 -1.73467 -0.029 0.012 -0.023 0.1983
H 0.49314 0.44479 -1.72531 0.053 -0.069 -0.002 0.1651
H -1.87021 -2.96412 1.10686 -0.130 0.031 -0.105 0.2169
H -3.41126 -5.32528 4.46307 0.082 0.010 0.049 0.1981
H -2.29395 -4.23650 5.32303 0.010 -0.030 -0.029 0.1759
H -1.67784 -5.72595 4.55387 -0.018 0.038 0.005 0.1763
H -0.00068 -4.08321 4.79380 -0.050 -0.070 0.118 0.2265



Entry 4:
59
Properties=species:S:1:pos:R:3:forces:R:3:nbo_charge:R:1 method="wB97M-V/def2-TZVPD" charge=0 smiles="C[C@@H](CC(=O)NC1CCCCC1)S(=O)(=O)c1ccc2c(c1)CCN2C(=O)C1CC1" de_lowest_ev=0.422 homo_lumo_gap_ev=9.15 largest_force_ev_per_a=0.76 molar_mass_g_mol=418.56
C -0.42910 4.94010 -1.29520 0.321 0.173 0.023 -0.6417
C -0.66014 3.56745 -0.70042 0.580 -0.283 0.255 -0.4141
C -1.12603 2.49653 -1.67745 0.161 -0.019 -0.151 -0.5105
C -0.16155 2.31438 -2.85352 -0.615 -0.267 0.173 0.7023
O 0.04591 3.19957 -3.65728 0.041 0.360 -0.218 -0.6405
N 0.35290 1.07749 -2.97332 0.120 -0.581 -0.054 -0.6149
C 1.39217 0.77519 -3.94049 0.190 0.161 -0.404 -0.0604
C 2.65525 0.27711 -3.23410 -0.156 0.069 0.182 -0.4173
C 2.49499 -1.14125 -2.68959 0.253 0.000 -0.290 -0.3979
C 2.05726 -2.10124 -3.79116 -0.253 -0.050 0.265 -0.3982
C 0.74073 -1.63227 -4.40208 0.255 0.014 -0.260 -0.4007
C 0.89852 -0.23119 -4.98552 -0.116 0.054 0.165 -0.4001
S 0.90929 3.01472 0.08388 -0.203 -0.155 0.603 2.1715
O 1.35915 4.05979 0.96531 -0.262 0.145 0.190 -0.9457
O 1.83178 2.52594 -0.90629 -0.119 -0.119 -0.210 -0.9549
C 0.39386 1.62139 1.10146 0.112 0.559 -0.500 -0.3453
C 0.72995 0.33399 0.73224 0.052 0.129 -0.083 -0.1859
C 0.31495 -0.75477 1.48495 0.046 -0.148 -0.027 -0.2497
C -0.43840 -0.50620 2.62280 0.176 0.407 -0.357 0.2521
C -0.75927 0.80239 3.00344 0.084 -0.127 -0.129 -0.0571
C -0.35143 1.87469 2.24454 -0.006 -0.121 0.094 -0.1784
C -1.56125 0.78346 4.26984 -0.068 0.041 -0.016 -0.4216
C -1.56097 -0.70377 4.66417 -0.213 -0.038 0.561 -0.2069
N -0.94810 -1.41675 3.54427 0.006 -0.050 -0.055 -0.4453
C -0.93494 -2.77976 3.39376 -0.103 -0.045 0.147 0.6932
O -0.52094 -3.31122 2.38323 0.041 -0.132 -0.167 -0.6141
C -1.48515 -3.56234 4.53792 0.154 -0.023 0.066 -0.3498
C -1.29460 -5.05504 4.49396 0.046 -0.019 -0.028 -0.3933
C -2.64433 -4.48539 4.23666 -0.164 -0.098 -0.012 -0.3890
H 0.08623 5.56056 -0.56554 -0.084 0.152 0.026 0.2351
H 0.18348 4.86078 -2.18916 -0.046 0.089 -0.005 0.2581
H -1.37480 5.40824 -1.56221 -0.070 -0.046 -0.011 0.2195
H -1.34893 3.62536 0.14611 0.005 -0.031 0.007 0.2294
H -1.26245 1.55375 -1.14218 -0.108 -0.005 -0.064 0.2170
H -2.08835 2.80358 -2.09702 0.062 -0.043 0.046 0.2455
H 0.22394 0.41112 -2.23017 -0.117 0.175 0.096 0.3913
H 1.60477 1.72827 -4.43648 -0.026 -0.187 0.101 0.2425
H 2.89315 0.97265 -2.42685 0.094 -0.001 -0.092 0.2400
H 3.47818 0.29159 -3.95089 0.061 -0.001 -0.040 0.2051
H 1.75195 -1.16273 -1.88843 -0.043 -0.039 0.133 0.1754
H 3.44295 -1.47130 -2.26001 -0.048 0.006 0.122 0.2145
H 1.94383 -3.10843 -3.38440 0.066 -0.040 -0.052 0.2064
H 2.82380 -2.13731 -4.56838 0.072 -0.044 -0.049 0.1944
H -0.03843 -1.63017 -3.63640 -0.101 -0.052 0.045 0.1888
H 0.42776 -2.32167 -5.18912 -0.103 -0.010 0.055 0.2102
H -0.05113 0.11762 -5.39513 0.037 0.064 -0.064 0.2145
H 1.62484 -0.26226 -5.79982 0.036 -0.007 -0.090 0.2011
H 1.34949 0.20368 -0.14088 0.081 -0.105 -0.130 0.2364
H 0.56997 -1.76232 1.20391 0.012 -0.003 -0.020 0.2605
H -0.56962 2.89230 2.52737 -0.071 0.148 0.112 0.2348
H -1.10982 1.40849 5.03992 -0.052 -0.027 0.027 0.2289
H -2.57322 1.15209 4.09103 0.011 -0.013 0.051 0.2226
H -2.57266 -1.07861 4.83576 0.121 0.032 0.057 0.2107
H -0.96862 -0.86309 5.57145 -0.123 0.011 -0.049 0.1992
H -1.46918 -3.08423 5.50629 -0.057 -0.042 0.016 0.2263
H -1.10959 -5.56642 5.42563 -0.052 0.060 0.119 0.2185
H -0.74469 -5.44033 3.64934 0.006 0.073 -0.088 0.2430
H -3.01105 -4.49647 3.22169 0.062 0.029 -0.106 0.2270
H -3.41231 -4.58777 4.98857 0.015 0.019 0.089 0.2178